11 unconnected molecules or ions with the total composition C50H133N11O14, computed with wB97M-V/def2-TZVPD.

The geometry in ORCA input format:
```
! RIJCOSX wB97M-V def2-TZVPD def2/J DEFGRID3
* xyz 0 1
C -4.7683 -6.7357 -8.1437
O -4.6860 -6.0548 -6.9208
C -3.7405 -4.9479 -6.9259
C -3.5947 -4.4147 -5.5118
C -4.8426 -4.0375 -4.8162
N -2.8231 -3.1894 -5.5000
H -4.3166 -7.7089 -8.3358
H -4.4314 -6.0795 -8.9461
H -5.7817 -7.1119 -8.2837
H -2.8192 -5.3087 -7.3833
H -4.1471 -4.1368 -7.5298
H -3.0613 -5.0330 -4.7898
H -5.4720 -4.9003 -4.5981
H -5.4558 -3.3383 -5.3847
H -4.6390 -3.4542 -3.9182
H -1.9029 -3.3140 -5.8973
H -2.7046 -2.9377 -4.5291
C -17.3426 -3.2018 -1.7218
O -16.1744 -3.5490 -1.0486
C -15.1165 -2.6454 -1.0805
C -13.8911 -3.1964 -0.2240
C -13.1842 -2.1155 0.5768
N -12.9434 -3.9320 -1.0834
H -17.0295 -3.0834 -2.7592
H -17.8110 -2.2927 -1.3447
H -18.0930 -3.9904 -1.7780
H -14.7837 -2.4988 -2.1080
H -15.3313 -1.6360 -0.7297
H -14.2304 -3.8798 0.5545
H -12.3319 -2.5051 1.1336
H -13.8527 -1.6639 1.3097
H -12.7935 -1.3132 -0.0492
H -13.2032 -4.8450 -1.4284
H -12.8222 -3.3988 -1.9326
C -9.6426 -10.0317 -15.4588
O -10.8131 -9.2286 -15.5601
C -10.8593 -8.0058 -14.7244
C -12.2659 -7.3063 -14.6216
C -12.7556 -6.5081 -15.7837
N -12.0868 -6.3779 -13.4371
H -8.7530 -9.4026 -15.4897
H -9.6497 -10.8614 -16.1656
H -9.6600 -10.4626 -14.4577
H -10.6068 -8.2578 -13.6945
H -10.0568 -7.3288 -15.0173
H -12.9826 -8.0961 -14.3967
H -12.1385 -5.6824 -16.1381
H -13.7418 -6.1160 -15.5352
H -12.9763 -7.2643 -16.5370
H -12.0926 -7.0341 -12.6694
H -13.0080 -6.0153 -13.2372
C -7.9189 -13.3732 -7.2247
O -7.8772 -12.8089 -5.9271
C -8.5370 -13.6445 -4.9001
C -8.2966 -13.0632 -3.5368
C -6.8112 -13.3090 -3.0652
N -9.0936 -13.6674 -2.5136
H -7.4202 -12.8158 -8.0176
H -8.9393 -13.5456 -7.5669
H -7.2836 -14.2581 -7.1880
H -9.6129 -13.7004 -5.0654
H -8.1255 -14.6502 -4.9865
H -8.5425 -12.0049 -3.4489
H -6.0075 -12.9212 -3.6912
H -6.6341 -14.3824 -2.9978
H -6.6132 -12.8887 -2.0792
H -10.0360 -13.3465 -2.6840
H -8.8056 -13.3306 -1.6061
C -15.8836 -17.7587 -14.0499
O -15.4291 -16.4308 -14.4126
C -14.0614 -15.9891 -14.4805
C -13.4944 -15.7777 -13.0520
C -13.9768 -14.5316 -12.3415
N -12.0350 -15.6263 -13.0877
H -16.9476 -17.8033 -14.2820
H -15.7279 -17.9357 -12.9857
H -15.3620 -18.4942 -14.6624
H -13.4361 -16.7409 -14.9620
H -13.9804 -15.0913 -15.0932
H -13.7650 -16.6899 -12.5203
H -13.6576 -13.5389 -12.6591
H -13.7032 -14.9214 -11.3610
H -15.0563 -14.3843 -12.3102
H -11.6439 -16.5250 -13.3313
H -11.7587 -14.8788 -13.7082
C -22.5908 -12.5750 -8.7178
O -21.4494 -13.3570 -8.5068
C -21.6300 -14.3241 -7.4396
C -20.4636 -15.3071 -7.5263
C -20.3322 -15.9701 -8.8823
N -20.7345 -16.3814 -6.6137
H -22.5959 -11.7086 -8.0564
H -23.5093 -13.1500 -8.6004
H -22.6779 -12.1820 -9.7307
H -21.6845 -13.8043 -6.4831
H -22.5667 -14.8640 -7.5787
H -19.5750 -14.6904 -7.3922
H -19.3078 -16.3037 -9.0479
H -20.3542 -15.2219 -9.6746
H -21.0108 -16.8051 -9.0566
H -20.4044 -16.0167 -5.7316
H -20.0985 -17.1555 -6.7420
C -21.0409 -18.1810 2.1232
O -20.6732 -17.2216 1.1006
C -19.8776 -16.1129 1.4945
C -19.2267 -15.3913 0.2535
C -20.4194 -14.5858 -0.3295
N -18.9179 -16.4007 -0.7330
H -20.2227 -18.9012 2.1223
H -21.9828 -18.6736 1.8818
H -21.1378 -17.6721 3.0822
H -20.5446 -15.4784 2.0783
H -18.9997 -16.4451 2.0486
H -18.4509 -14.6840 0.5467
H -20.9117 -13.8130 0.2607
H -21.1702 -15.2847 -0.6982
H -19.9931 -13.9266 -1.0858
H -18.0455 -16.8996 -0.6326
H -19.5794 -17.1156 -0.4658
C -5.8807 2.5533 -8.8823
O -6.7848 3.3112 -9.7140
C -6.3990 3.8572 -10.9614
C -5.8099 5.3309 -10.7765
C -6.9478 6.2722 -10.2724
N -5.5082 5.6090 -12.1172
H -6.5290 2.5048 -8.0074
H -4.9901 3.1386 -8.6533
H -5.5336 1.6216 -9.3289
H -5.6208 3.3240 -11.5075
H -7.3682 3.8839 -11.4594
H -4.9505 5.3598 -10.1066
H -6.6490 7.1715 -9.7339
H -7.6486 5.7685 -9.6066
H -7.5005 6.6410 -11.1364
H -6.2796 6.0170 -12.6257
H -4.7987 6.3269 -12.0829
C -14.8857 -8.4453 -5.5186
O -13.4395 -8.3733 -5.6679
C -12.9175 -8.4969 -6.9537
C -11.6727 -7.6872 -6.9559
N -11.9394 -6.2852 -7.2487
C -10.7706 -5.3585 -7.4287
C -11.1654 -3.7785 -7.5510
O -11.9679 -3.3301 -6.4811
C -12.9169 -2.2807 -6.6985
H -15.1943 -8.3085 -4.4822
H -15.2895 -9.3702 -5.9303
H -15.4064 -7.7535 -6.1808
H -13.5987 -8.1433 -7.7277
H -12.5399 -9.5095 -7.0956
H -10.8061 -8.0660 -7.4978
H -11.2491 -7.7848 -5.9563
H -12.5771 -5.8810 -6.5778
H -10.3639 -5.6276 -8.4035
H -10.1086 -5.6802 -6.6248
H -11.7312 -3.7326 -8.4815
H -10.2379 -3.2062 -7.5707
H -12.1998 -1.5166 -6.9986
H -13.3692 -1.7225 -5.8788
H -13.4877 -2.5417 -7.5896
C -14.3404 11.5731 -16.4482
O -15.0506 10.3307 -16.2051
C -15.7364 10.2279 -15.0585
C -15.2344 8.9389 -14.4721
N -16.2489 8.2795 -13.6012
C -16.6590 8.8912 -12.3428
C -17.3070 7.7841 -11.4428
O -16.8699 6.4558 -11.6340
C -17.4958 5.4679 -10.8402
H -13.6498 11.7290 -15.6194
H -14.9480 12.4626 -16.6146
H -13.7174 11.4784 -17.3376
H -16.8077 10.1427 -15.2406
H -15.6093 11.0519 -14.3564
H -14.3494 9.1406 -13.8687
H -14.9671 8.2428 -15.2672
H -16.1073 7.3215 -13.3145
H -17.2071 9.8319 -12.3956
H -15.7566 9.2332 -11.8360
H -18.3134 7.6586 -11.8422
H -17.3136 8.0834 -10.3948
H -16.9575 4.5215 -10.8908
H -18.5799 5.3767 -10.9076
H -17.3457 5.7625 -9.8015
C -23.0151 -11.4855 -15.4648
O -21.7615 -10.8554 -15.4259
C -20.9662 -11.5428 -14.3967
C -19.6783 -10.6349 -14.1824
N -19.8848 -9.5930 -13.0921
C -18.6532 -8.8884 -12.8235
C -19.0165 -7.9829 -11.5897
O -17.8626 -7.2324 -11.3988
C -17.9399 -6.1697 -10.5953
H -23.1491 -12.4767 -15.8980
H -23.6930 -10.8884 -16.0748
H -23.3746 -11.5971 -14.4419
H -20.6930 -12.5878 -14.5432
H -21.3808 -11.6474 -13.3941
H -19.6428 -10.0555 -15.1050
H -18.7227 -11.1425 -14.0508
H -20.3727 -10.0452 -12.3321
H -18.1857 -8.2243 -13.5505
H -17.8931 -9.5609 -12.4260
H -19.3194 -8.6463 -10.7796
H -19.7608 -7.2815 -11.9665
H -18.0909 -5.3256 -11.2681
H -16.9700 -5.9119 -10.1700
H -18.5489 -6.2803 -9.6981
*
```

Results
E = -99044.861 eV
Energy above the lowest of the compared OMol25 structures with the same formula, charge and spin = 9.107 eV



15 unconnected molecules or ions with the total composition C50H137N7O22, computed with wB97M-V/def2-TZVPD.

The geometry in ORCA input format:
```
! RIJCOSX wB97M-V def2-TZVPD def2/J DEFGRID3
* xyz 0 1
C 5.2947 -6.0347 2.8392
O 6.3846 -6.3316 1.9666
H 5.1445 -6.8638 3.5307
H 5.4289 -5.0842 3.3556
H 4.3700 -5.9463 2.2688
H 7.1760 -6.4704 2.4919
C 0.2652 -6.0723 2.5874
O 1.5686 -6.5157 2.1923
H -0.3201 -6.9132 2.9595
H 0.1873 -5.3478 3.3980
H -0.2136 -5.7065 1.6790
H 1.9812 -6.9549 2.9395
C 2.4643 4.3789 -1.9965
O 1.3400 4.0708 -2.7648
H 2.6003 3.7058 -1.1500
H 3.3839 4.1235 -2.5229
H 2.4947 5.4369 -1.7360
H 1.2949 4.8824 -3.2755
C 6.2710 1.6814 2.0574
O 7.2706 0.6725 2.1785
H 5.6529 1.4502 1.1898
H 5.7633 1.6101 3.0193
H 6.7259 2.6701 1.9981
H 7.9433 0.8348 1.5132
C -1.6533 5.2662 -1.2903
O -1.2877 4.0889 -1.9372
H -1.8788 6.0607 -2.0017
H -2.5243 5.0828 -0.6612
H -0.8945 5.5638 -0.5666
H -0.3546 4.1638 -2.1500
C 7.3529 -2.7393 1.8140
O 6.3124 -2.0770 2.4945
H 7.2227 -3.8054 2.0002
H 7.1867 -2.7068 0.7372
H 8.3765 -2.4189 2.0077
H 6.5319 -1.1425 2.4837
C 4.7152 -0.6617 5.7293
O 5.6918 -0.8911 6.7070
H 4.6798 -1.4192 4.9463
H 3.8336 -0.5326 6.3570
H 4.9214 0.2986 5.2567
H 5.5351 -0.2766 7.4278
C -0.9743 -2.4022 1.4799
O -2.2447 -2.3020 1.9619
H -0.6514 -1.5689 0.8558
H -0.2868 -2.5056 2.3194
H -0.8585 -3.3350 0.9280
H -2.7920 -2.4538 1.1879
C -3.7477 7.8769 -7.5839
O -2.8884 6.9161 -6.8921
C -3.6241 6.1394 -5.9266
C -2.7207 5.0677 -5.1945
N -2.4811 3.9039 -6.0251
C -1.2823 3.2654 -5.5052
C -0.9077 2.0728 -6.3362
O -0.5749 2.3765 -7.6629
C 0.6234 3.1309 -7.7119
H -3.7525 8.8698 -7.1342
H -4.8041 7.6083 -7.5765
H -3.4191 7.9602 -8.6199
H -4.5241 5.6890 -6.3453
H -3.9862 6.7789 -5.1216
H -3.2066 4.7512 -4.2716
H -1.8192 5.6551 -5.0205
H -2.3851 4.2676 -6.9625
H -1.3798 2.9159 -4.4773
H -0.4168 3.9212 -5.4107
H -1.7289 1.3597 -6.4086
H -0.0394 1.5873 -5.8909
H 1.2769 3.1342 -6.8395
H 0.4746 4.1876 -7.9342
H 1.2832 2.8080 -8.5172
C 5.7872 -6.2840 -1.3620
O 5.0543 -5.1801 -1.7762
C 4.2611 -4.6578 -0.6800
C 3.4332 -3.5078 -1.2306
N 2.3037 -3.9375 -2.0844
C 1.3660 -2.8699 -2.4385
C 0.5019 -3.2195 -3.6934
O -0.3848 -4.2862 -3.2959
C -1.3189 -4.7076 -4.2741
H 6.5062 -6.0822 -0.5680
H 6.2822 -6.6777 -2.2497
H 5.1274 -7.0682 -0.9906
H 4.9298 -4.3289 0.1155
H 3.6793 -5.4486 -0.2065
H 4.0747 -2.8779 -1.8468
H 3.0702 -2.8737 -0.4217
H 1.8332 -4.7245 -1.6609
H 1.9886 -2.0030 -2.6598
H 0.7289 -2.5770 -1.6041
H 1.2064 -3.4655 -4.4879
H 0.0061 -2.3011 -4.0078
H -0.8259 -4.9038 -5.2262
H -2.0462 -3.9326 -4.5163
H -1.8569 -5.6045 -3.9672
C -4.3777 -1.6492 -3.5830
O -5.1763 -2.4363 -2.6962
C -4.6274 -3.7700 -2.3490
C -3.3426 -3.7679 -1.4924
N -3.7258 -3.0780 -0.2668
C -4.4626 -3.8560 0.7517
C -3.8893 -5.2932 1.0317
O -4.2953 -6.2545 0.0678
C -3.7993 -7.5884 0.1607
H -4.2964 -2.2248 -4.5051
H -3.4419 -1.2805 -3.1632
H -4.9723 -0.7816 -3.8690
H -4.2794 -4.2820 -3.2462
H -5.4634 -4.3166 -1.9126
H -2.6371 -3.1797 -2.0791
H -2.9218 -4.7429 -1.2464
H -4.3481 -2.3945 -0.6740
H -5.4519 -4.0931 0.3603
H -4.6396 -3.2182 1.6178
H -4.2215 -5.5670 2.0331
H -2.8008 -5.2845 1.0892
H -2.7200 -7.6403 0.0174
H -4.2414 -8.1357 -0.6719
H -4.1561 -8.1099 1.0489
C 0.6170 3.7283 1.8186
O 1.9170 4.3240 1.8434
C 1.9257 5.7013 1.7249
C 3.3678 6.0949 1.7073
N 4.1328 5.4630 0.6818
C 5.5792 5.6156 0.9717
C 6.3735 5.1409 -0.2346
O 6.1498 5.8693 -1.4260
C 7.0305 5.4686 -2.4788
H 0.7651 2.6845 2.0957
H 0.1889 3.7877 0.8180
H -0.0315 4.2028 2.5551
H 1.5113 6.2086 2.5962
H 1.4148 6.0248 0.8180
H 3.7884 5.7900 2.6655
H 3.3947 7.1839 1.7462
H 3.8509 4.5283 0.9407
H 5.7498 5.0024 1.8566
H 5.8629 6.6289 1.2560
H 6.1115 4.0935 -0.3843
H 7.4185 5.1572 0.0748
H 8.0662 5.6066 -2.1683
H 6.8020 6.0235 -3.3887
H 6.9271 4.3975 -2.6526
C -1.3952 0.0871 -1.3391
O -0.3900 -0.2478 -2.2913
C 0.7353 0.6615 -2.3921
C 1.4632 1.0199 -1.0827
N 1.9971 -0.0776 -0.3720
C 2.2294 0.2818 1.0279
C 3.0386 -0.8213 1.7158
O 2.1994 -1.9851 1.7004
C 2.9123 -3.0999 2.3260
H -0.8693 0.0780 -0.3844
H -2.1852 -0.6637 -1.3231
H -1.7600 1.1041 -1.4830
H 0.3469 1.5489 -2.8917
H 1.4495 0.1167 -3.0097
H 0.8132 1.6041 -0.4313
H 2.3351 1.6152 -1.3538
H 1.5175 -0.9548 -0.5154
H 1.3084 0.4857 1.5740
H 2.7813 1.2176 0.9394
H 3.2175 -0.5239 2.7491
H 3.9850 -1.0438 1.2229
H 3.5564 -2.7362 3.1266
H 3.6891 -3.3922 1.6194
H 2.2955 -3.9392 2.6471
C -4.4671 2.7960 -0.5330
O -4.4683 1.5327 0.1006
C -4.8662 0.4680 -0.7035
C -6.4079 0.4044 -0.8027
N -6.8743 -0.9354 -1.0221
C -8.2682 -0.8982 -1.3529
C -8.8219 -2.3187 -1.5682
O -10.2147 -2.1150 -1.8496
C -10.9257 -3.3744 -1.9778
H -3.8268 2.7023 -1.4101
H -3.9563 3.4929 0.1316
H -5.4556 3.2440 -0.6344
H -4.4702 -0.4031 -0.1815
H -4.4612 0.4463 -1.7152
H -6.6393 0.9907 -1.6919
H -6.8319 0.8667 0.0887
H -6.4546 -1.3227 -1.8551
H -8.3896 -0.2860 -2.2465
H -8.8933 -0.4420 -0.5852
H -8.5886 -3.0043 -0.7536
H -8.4042 -2.8185 -2.4422
H -10.9568 -3.8811 -1.0132
H -10.4212 -4.0570 -2.6617
H -11.9515 -3.2418 -2.3217
C 0.3248 -0.3733 4.7292
O 0.3683 0.3246 6.0080
C -0.0296 -0.4536 7.1587
C 0.4112 0.3445 8.3982
N 0.1602 1.8016 8.3272
C -1.2726 2.0227 8.5811
C -1.6472 3.5107 8.3113
O -1.4888 3.9660 6.9758
C -2.0870 3.1949 5.9488
H 0.2764 0.3889 3.9515
H -0.5429 -1.0165 4.5825
H 1.2055 -0.9948 4.5668
H 0.4731 -1.4184 7.2263
H -1.1153 -0.5449 7.1904
H 1.4975 0.3082 8.4799
H -0.0132 -0.0990 9.2990
H 0.3546 1.9631 7.3494
H -1.4931 1.7997 9.6250
H -1.8417 1.3819 7.9076
H -1.1370 4.2525 8.9256
H -2.6908 3.6049 8.6113
H -1.9254 3.5574 4.9336
H -3.1498 3.0185 6.1145
H -1.6258 2.2117 5.8556
*
```

Results
E = -109531.576 eV



| no. | LUMO level (eV) |
| --- | --- |
| 1 | 0.32 |
| 2 | 0.30 |